Entry 1:
The following is a quantum chemistry calculation of a structure of composition C37H68N14PPtS2 at a distorted geometry, from the Open Molecules 2025 dataset.

Values from the calculation:
- E (eV) = -94516.3821
- frontier orbital gap (spin up / spin down) (eV) = 4.52 / 4.70

```
! wB97M-V def2-TZVPD RIJCOSX def2/J DEFGRID3
* xyz 3 1
Pt -0.08860 -0.09700 -0.36210
C 0.54460 -0.86320 5.02700
N -0.54810 -0.16680 4.38440
C -1.58730 0.34830 5.26010
C -2.79650 0.46860 4.34410
N -2.22200 0.30750 3.00830
C -3.16630 0.31810 1.95460
C -0.87550 -0.03890 3.06790
N -0.10420 -0.10610 2.02960
C 1.33640 -0.20750 2.19170
C 2.15000 0.80370 1.36480
N 2.16130 0.53180 -0.05060
C 3.21670 0.70570 -0.80990
N 3.15650 0.54350 -2.15780
C 1.97180 0.43850 -2.94220
C 4.42330 0.75490 -2.81810
C 5.38330 0.89630 -1.64460
N 4.50870 0.99210 -0.48290
C 5.19620 1.11540 0.77960
H 0.15870 -1.33020 5.93320
H 1.34520 -0.18270 5.32970
H 0.94640 -1.65190 4.39650
H -1.28630 1.31540 5.68010
H -1.76950 -0.33990 6.08680
H -3.29180 1.43900 4.42370
H -3.54180 -0.30670 4.55220
H -4.00270 0.95690 2.31110
H -3.73960 -1.68390 2.38740
H -1.87730 1.50230 0.76610
H 1.65960 -1.20960 1.89840
H 1.63100 -0.01770 3.22110
H 3.15270 0.76550 1.78880
H 1.74730 1.80850 1.53810
H 1.18700 0.02260 -2.30120
H 2.14490 -0.22250 -3.79150
H 1.63770 1.41040 -3.31980
H 4.39260 1.65420 -3.44630
H 4.66420 -0.09220 -3.46960
H 6.00370 1.79260 -1.71690
H 6.04510 0.02740 -1.54320
H 6.23150 1.36780 0.55990
H 5.20030 0.18050 1.34340
H 4.79010 1.92200 1.38750
N 1.04070 5.02500 2.37320
C 0.64410 5.39320 1.14080
N 0.73210 6.67140 0.79240
N 0.18280 4.54390 0.24970
C -0.02560 3.30530 0.22890
N -0.34640 2.19690 0.03670
H 1.36730 5.71040 3.03610
H 0.87940 4.09020 2.70940
H 1.06480 7.37130 1.43620
H 0.47170 6.96420 -0.13560
S -1.29120 0.86290 -2.53400
C -0.95980 -0.05730 -3.85680
N -0.74150 -0.71850 -4.77730
C -0.72210 -5.88080 2.31700
C -1.93820 -5.00630 2.04020
C -1.69610 -4.12170 0.80410
C -0.20370 -3.86830 0.57030
C 0.44810 -3.65770 1.93750
C 0.46020 -4.99150 2.71080
P 0.07290 -2.53710 -0.72280
C -1.16990 -2.81120 -2.09360
C -2.55940 -2.28820 -1.69790
C -3.38160 -1.95700 -2.94750
C -3.05230 -2.91540 -4.09270
C -2.62610 -4.27270 -3.55530
C -1.30720 -4.18430 -2.76770
C 1.72480 -3.02490 -1.47530
C 1.80640 -4.47920 -1.99150
C 2.95580 -5.26000 -1.35300
C 4.28220 -4.55200 -1.60600
C 4.22530 -3.07870 -1.16290
C 2.88240 -2.74640 -0.51010
H -0.48650 -6.46820 1.42760
H -0.93940 -6.58810 3.11600
H -2.13070 -4.38950 2.92060
H -2.81640 -5.63060 1.87600
H -2.19730 -3.15970 0.93780
H -2.11630 -4.61940 -0.06790
H 0.25950 -4.75390 0.12190
H -0.12680 -2.90690 2.48530
H 1.47190 -3.29580 1.85550
H 0.41950 -4.78040 3.78120
H 1.39080 -5.52860 2.52350
H -0.78810 -2.12670 -2.85970
H -2.45380 -1.40190 -1.05460
H -3.08470 -3.04950 -1.12740
H -3.19570 -0.92940 -3.26640
H -4.44770 -2.01700 -2.71490
H -2.23880 -2.49760 -4.70150
H -3.91200 -3.01880 -4.75440
H -2.50510 -4.98210 -4.37310
H -3.41940 -4.66250 -2.91250
H -0.48670 -4.30810 -3.47360
H -1.27470 -5.00590 -2.05060
H 1.83420 -2.34460 -2.32800
H 1.96790 -4.45870 -3.07070
H 0.88560 -5.03240 -1.81470
H 2.98880 -6.26030 -1.78530
H 2.78700 -5.38250 -0.28080
H 4.51150 -4.60800 -2.67130
H 5.07540 -5.08330 -1.07850
H 4.38790 -2.42250 -2.02010
H 5.01970 -2.87480 -0.44200
H 2.86540 -1.70260 -0.19820
H 2.78710 -3.36530 0.37880
C -5.52290 -3.45030 0.34430
C -5.87520 -2.06630 0.90930
C -4.79900 -1.04490 0.79230
N -3.72330 -1.00430 1.63710
N -2.67250 0.85550 0.70420
C -3.62490 1.18080 -0.21370
N -3.50250 2.29520 -0.95300
S -5.04060 0.21510 -0.35040
H -6.37510 -4.11360 0.46790
H -4.67230 -3.88130 0.86450
H -5.30790 -3.38060 -0.71780
H -6.14780 -2.18120 1.96250
H -6.74890 -1.69790 0.37040
H -2.59970 2.74790 -1.01740
H -4.16240 2.47190 -1.69480
*
```

Mulliken population analysis, charges in e, atoms 1 to 6: atom 1 (Pt): 3.54, atom 2 (C): -1.09, atom 3 (N): 0.19, atom 4 (C): -0.68, atom 5 (C): -0.57, atom 6 (N): 0.42

***

Entry 2:
The following is a quantum chemistry calculation of a cluster of 4 separate species, C37H69IN3O9 in total, from the Open Molecules 2025 dataset.

Values from the calculation:
- <S²> = 3.762
- E (eV) = -70482.1218
- frontier orbital gap (spin up / spin down) (eV) = 8.04 / 9.30

```
! wB97M-V def2-TZVPD RIJCOSX def2/J DEFGRID3
* xyz 0 4
C 2.90274 4.62225 0.30647
C 1.67161 5.34457 0.85758
C 0.44854 5.16656 -0.02670
O 0.61327 5.71694 -1.33114
C 0.45185 7.10509 -1.37820
C 1.22116 7.63166 -2.57855
I 0.76499 9.77240 -2.66407
C 2.72764 7.37243 -2.47762
C 3.43076 8.18352 -1.42074
O 3.49067 7.90239 -0.26493
O 4.08646 9.25652 -1.95962
C 4.19454 10.51094 -1.36610
C 3.57946 10.73590 -0.01593
O 4.79576 11.33432 -1.97597
O 0.70176 6.98293 -3.70561
C 1.09698 7.37736 -4.96080
O 1.88994 6.77873 -5.60659
H 2.85889 4.52927 -0.78103
H 2.95921 3.61436 0.72380
H 3.82509 5.12962 0.58888
H 1.86477 6.41005 1.01183
H 1.40935 4.93708 1.83862
H 0.25425 4.10379 -0.18809
H -0.44653 5.59508 0.44365
H -0.60457 7.37436 -1.49634
H 0.84907 7.58880 -0.47842
H 3.21360 7.51898 -3.44111
H 2.81912 6.32117 -2.19286
H 2.74755 10.08069 0.22123
H 4.35845 10.57225 0.73126
H 3.27147 11.77809 0.01914
H 0.51851 8.23458 -5.33635
C 4.55161 -0.83782 3.46901
C 4.47191 0.62240 3.95198
C 4.29186 0.70825 5.47561
C 2.88592 0.36367 5.96508
C 1.82562 1.16824 5.21674
C 1.92971 1.00440 3.69773
N 3.33374 1.36246 3.30574
O 3.52702 2.61992 3.22246
C 1.54530 -0.41201 3.26802
C 0.98146 1.95747 2.98345
C 5.76570 1.32389 3.55059
H 4.08141 -0.96149 2.49465
H 5.59732 -1.12735 3.36704
H 4.08977 -1.53777 4.16402
H 4.53616 1.72658 5.79245
H 5.02928 0.04543 5.93667
H 2.69407 -0.70790 5.86424
H 2.81947 0.58349 7.03241
H 0.82112 0.86953 5.52816
H 1.93756 2.22919 5.46030
H 1.71991 -0.55666 2.19987
H 0.48070 -0.55980 3.45765
H 2.07500 -1.19377 3.80209
H 1.14356 2.99163 3.27734
H -0.04354 1.68328 3.24060
H 1.09690 1.88191 1.90074
H 5.87184 1.34856 2.46533
H 6.60312 0.76317 3.96988
H 5.80517 2.34409 3.92047
C -1.73701 -1.95859 -1.35704
C -0.21384 -1.85972 -1.55870
C 0.25412 -2.70260 -2.75521
C 0.28508 -4.20776 -2.49356
C 1.07202 -4.53186 -1.22577
C 0.54536 -3.77933 0.00027
N 0.54411 -2.31610 -0.34037
O 1.68952 -1.76800 -0.21964
C -0.84450 -4.28860 0.38130
C 1.45943 -3.98373 1.19764
C 0.13857 -0.39465 -1.79772
H -2.00143 -1.92467 -0.30149
H -2.21945 -1.10901 -1.84152
H -2.17065 -2.86302 -1.77875
H 1.25860 -2.37208 -3.03645
H -0.40384 -2.47546 -3.59867
H -0.73014 -4.60920 -2.42748
H 0.75411 -4.70459 -3.34529
H 1.03676 -5.60356 -1.01224
H 2.12336 -4.26599 -1.37262
H -1.27266 -3.69574 1.19120
H -0.75682 -5.31942 0.72962
H -1.55213 -4.29274 -0.43819
H 2.48927 -3.70828 0.98344
H 1.43921 -5.03723 1.48293
H 1.11823 -3.38895 2.04696
H -0.11017 0.21089 -0.92464
H -0.44619 -0.03609 -2.64671
H 1.19382 -0.25999 -2.01610
C -7.30739 -4.54980 -2.13079
C -5.79229 -4.64991 -2.38456
C -5.48035 -5.61031 -3.54190
C -5.63789 -7.08769 -3.19064
C -4.85331 -7.44114 -1.93061
C -5.22183 -6.56009 -0.73263
N -5.05932 -5.12931 -1.16235
O -3.86072 -4.71067 -1.07812
C -6.63939 -6.85996 -0.24228
C -4.26754 -6.81267 0.42884
C -5.27314 -3.25597 -2.72249
H -7.52513 -4.42679 -1.07126
H -7.70426 -3.67731 -2.64889
H -7.85438 -5.41823 -2.49520
H -4.45221 -5.43161 -3.87138
H -6.13278 -5.34608 -4.37854
H -6.69336 -7.34721 -3.07188
H -5.27088 -7.68954 -4.02396
H -5.01415 -8.48585 -1.65218
H -3.78361 -7.32223 -2.12886
H -6.92633 -6.16712 0.54977
H -6.65099 -7.86911 0.17126
H -7.39351 -6.82125 -1.02121
H -3.22956 -6.69695 0.12923
H -4.41871 -7.83184 0.78877
H -4.46540 -6.12160 1.24906
H -5.40848 -2.57538 -1.88079
H -5.84167 -2.87588 -3.57304
H -4.21925 -3.26807 -2.98452
*
```

Mulliken population analysis, charges in e, atoms 1 to 6: atom 1 (C): -1.17, atom 2 (C): 0.08, atom 3 (C): -0.68, atom 4 (O): -0.28, atom 5 (C): -0.77, atom 6 (C): -0.05

***

Entry 3:
The following is a quantum chemistry calculation of a cluster of 9 separate species, C37H70Cl17FN4O7 in total at a distorted geometry, from the Open Molecules 2025 dataset.

Values from the calculation:
- SMILES = [H]/N=C/C[C@](C)(OCCNC[C@@H](C)O)O[C@@H](CCCCCCOC(C)=O)[C@H](NCl)C(=O)NC(=O)F.ClCCCl.ClCCCl.ClCCCl.ClCCCl.ClCCCl.ClCCCl.ClCCCl.ClCCCl
- E (eV) = -275383.7501
- frontier orbital gap (eV) = 8.86

```
! wB97M-V def2-TZVPD RIJCOSX def2/J DEFGRID3
* xyz 0 1
C -0.83559 3.26802 5.38685
C -1.77989 4.48066 4.74748
O -3.03922 4.53759 5.20709
O -1.18018 5.37922 3.74736
C -2.13227 6.40268 3.28663
C -3.22172 5.79956 2.17022
C -2.50608 4.97029 0.95028
C -2.77818 3.34462 0.97160
C -1.48862 2.58140 0.22915
C -0.35172 2.31207 1.37867
C 0.46833 0.86808 1.17755
O 0.59505 0.53400 -0.24012
C 1.82741 1.04629 -0.85767
C 1.73725 0.50921 -2.44550
C 3.21228 0.30112 -0.29299
C 3.05736 -1.34273 -0.55769
N 3.88711 -2.03668 -1.41994
O 1.92837 2.49902 -0.97123
C 2.72849 3.13951 0.06823
C 4.28977 3.50717 -0.41099
N 4.94858 4.49204 0.56696
C 5.02628 3.90889 1.96848
C 3.85031 4.50664 2.99117
C 3.97663 3.93406 4.52847
O 3.91789 6.00266 3.08359
C -0.56327 -0.27701 1.82975
N -0.48292 -0.36441 3.33761
Cl 1.06091 -0.86874 3.91355
C -0.49694 -1.72411 1.04820
O -1.25209 -1.86998 -0.07650
N 0.28117 -2.94588 1.48038
C -0.14420 -4.09502 0.56730
O -1.24913 -4.82655 0.82658
F 0.73089 -4.42275 -0.59762
H -0.44565 3.56941 6.46093
H -1.39538 2.22293 5.41288
H 0.08943 3.16479 4.65661
H -2.68425 6.95148 4.18980
H -1.47922 7.23739 2.73715
H -4.10362 5.22996 2.68925
H -3.70796 6.77398 1.68146
H -2.87926 5.36901 -0.09451
H -1.32658 5.12212 1.01059
H -2.91505 3.02897 2.09005
H -3.80274 3.07304 0.42698
H -1.90244 1.62293 -0.29946
H -1.07568 3.38986 -0.54464
H -0.93588 2.17352 2.40939
H 0.36088 3.22585 1.53680
H 1.46753 0.94935 1.77782
H 1.17140 -0.51520 -2.53104
H 1.20853 1.30014 -3.14057
H 2.82688 0.31385 -2.88926
H 4.08213 0.64444 -1.02420
H 3.43161 0.53163 0.83292
H 2.19960 -1.92494 -0.01470
H 3.60130 -3.05889 -1.42569
H 2.69376 2.62662 1.12889
H 2.23510 4.21480 0.24255
H 4.31060 3.97029 -1.50488
H 4.97524 2.54942 -0.40552
H 4.35608 5.35926 0.56768
H 4.81047 2.73606 1.92282
H 6.11067 3.99415 2.45167
H 2.75903 4.26153 2.62270
H 4.75869 3.07463 4.66830
H 4.15690 4.86015 5.23289
H 2.92760 3.47569 4.86440
H 3.04946 6.27031 3.53799
H -1.65174 0.15524 1.59300
H -0.78626 0.51334 3.81414
H -0.05640 -3.25281 2.44157
Cl 1.98397 -4.27337 4.22002
C 3.42472 -4.32963 5.26618
C 3.68982 -2.99808 5.95065
Cl 4.20685 -1.74097 4.79915
H 4.27593 -4.64546 4.65520
H 3.23977 -5.10315 6.01746
H 4.49663 -3.10966 6.68073
H 2.80312 -2.63179 6.47718
Cl -6.47599 4.19296 3.13092
C -6.70110 4.84465 4.77348
C -7.57126 6.09147 4.78243
Cl -6.76157 7.48235 4.01858
H -5.71230 5.03996 5.19981
H -7.17630 4.05579 5.36412
H -7.79396 6.38183 5.81320
H -8.52027 5.92457 4.26363
Cl -1.58460 -5.05758 -3.72003
C -2.70191 -5.55443 -2.42460
C -3.21816 -6.97069 -2.62326
Cl -4.31115 -7.09793 -4.02426
H -3.52017 -4.82882 -2.38505
H -2.14497 -5.49045 -1.48508
H -3.79082 -7.28402 -1.74561
H -2.39898 -7.68209 -2.76643
Cl -1.52913 -10.04040 -2.34727
C -0.99363 -10.55258 -3.96724
C -1.97242 -10.13664 -5.05386
Cl -3.51011 -11.03039 -4.95213
H -0.84770 -11.63702 -3.94958
H -0.02186 -10.08150 -4.14250
H -1.54698 -10.34988 -6.03871
H -2.19802 -9.06688 -5.00536
Cl 0.49721 -10.86625 -7.34364
C -0.38399 -10.78652 -8.88977
C -0.52593 -12.15307 -9.54107
Cl 1.03472 -12.78761 -10.12016
H 0.13898 -10.08100 -9.54272
H -1.37364 -10.37581 -8.66869
H -1.18222 -12.08270 -10.41326
H -0.95506 -12.88603 -8.85096
Cl -0.46166 2.88722 -3.94183
C -1.34286 2.96695 -5.48795
C -1.48479 1.60040 -6.13925
Cl 0.07585 0.96585 -6.71835
H -0.81989 3.67247 -6.14091
H -2.33251 3.37766 -5.26688
H -2.14108 1.67077 -7.01145
H -1.91392 0.86744 -5.44914
Cl -6.74700 -3.90487 -6.30069
C -5.30625 -3.96112 -5.25453
C -5.04115 -2.62958 -4.57006
Cl -4.52412 -1.37247 -5.72157
H -4.45504 -4.27695 -5.86551
H -5.49120 -4.73465 -4.50325
H -4.23434 -2.74115 -3.83998
H -5.92785 -2.26328 -4.04353
Cl 8.25638 7.98849 5.34312
C 7.37518 8.06822 3.79699
C 7.23324 6.70167 3.14569
Cl 8.79389 6.06712 2.56660
H 7.89815 8.77374 3.14404
H 6.38553 8.47893 4.01807
H 6.57695 6.77204 2.27350
H 6.80411 5.96871 3.83580
*
```

Mulliken population analysis, charges in e, atoms 1 to 6: atom 1 (C): -0.57, atom 2 (C): 0.49, atom 3 (O): -0.53, atom 4 (O): -0.18, atom 5 (C): -0.63, atom 6 (C): 0.07